Formula: CH8NO3
Source: the Open Molecules 2025 dataset
Level of theory: wB97M-V/def2-TZVPD

Summary:
HOMO = -3.90 eV
charge = -1
LUMO = 4.3 eV
F_max = 0.9 eV/A
molar mass = 82.1 g/mol
energy above the lowest of the compared OMol25 structures with the same formula, charge and spin = 4.6 kcal/mol
gap between HOMO and LUMO = 8.15 eV

Element x y z (Å)
N -0.6526 -2.2166 -0.2742
C 0.3029 -1.1965 -0.8342
O 0.3185 -0.0413 -0.1691
H -0.7001 -1.9283 0.7060
H -1.5764 -1.8838 -0.5723
H 1.2801 -1.7225 -0.8665
H 0.0103 -1.1001 -1.8924
H 0.4363 0.9950 1.1329
H 0.7263 1.0031 2.6459
O 0.5082 1.6017 1.9257
H 0.0354 1.4643 -0.8593
H -0.4995 2.5940 -0.0227
O -0.1894 2.4310 -0.9197

***

Formula: CH8Na5O7
Source: the Open Molecules 2025 dataset
Level of theory: wB97M-V/def2-TZVPD

Summary:
HOMO = -18.77 eV
charge = +3
LUMO = -12.7 eV
F_max = 3.8 eV/A
molar mass = 247.0 g/mol
energy above the lowest of the compared OMol25 structures with the same formula, charge and spin = 68.9 kcal/mol
gap between HOMO and LUMO = 6.11 eV

Element x y z (Å)
Na -3.8987 -0.6602 -2.2444
Na -3.2570 -1.1013 1.6010
Na 0.7470 2.0612 1.2558
Na -1.4026 1.6890 -2.0602
Na -2.7479 2.2076 0.9006
C -1.0253 0.0169 0.0679
O 0.0407 0.2646 -0.5569
O -2.1876 -0.0834 -0.5171
O -1.1439 0.3280 1.3295
O 0.6909 -1.9298 -2.4866
H 0.4970 -1.2737 -1.8122
H 0.2887 -1.6226 -3.3030
O 2.3286 -0.3493 1.1412
H 1.6773 -0.4997 0.4479
H 3.0153 0.1873 0.7249
O -0.0988 -1.1384 3.6078
H -0.2502 -2.0267 3.2738
H -0.4215 -0.5275 2.9413
O 2.6638 1.2512 -1.5112
H 1.7393 1.0063 -1.4184
H 2.7450 2.2006 -1.3818

***

Formula: CH8Na6O7
Source: the Open Molecules 2025 dataset
Level of theory: wB97M-V/def2-TZVPD

Summary:
HOMO = -23.43 eV
charge = +4
LUMO = -15.0 eV
F_max = 5.7 eV/A
molar mass = 270.0 g/mol
energy above the lowest of the compared OMol25 structures with the same formula, charge and spin = 0.0 kcal/mol
gap between HOMO and LUMO = 8.41 eV

Element x y z (Å)
Na 22.1408 5.5307 -7.3456
Na 20.7759 5.2713 -3.7348
Na 24.6015 2.1301 -7.4387
Na 20.8013 2.1485 -2.5049
Na 24.0246 3.6010 -2.9535
Na 20.7825 0.8558 -6.1576
C 22.4162 2.9734 -5.4367
O 22.3224 2.6255 -6.5941
O 22.6713 4.1991 -5.1745
O 22.2952 2.1846 -4.5083
O 24.6597 0.8388 -5.2982
H 25.2749 0.8288 -4.5649
H 23.9314 1.3800 -4.9931
O 20.6337 3.6598 -8.7839
H 20.9699 3.1704 -8.0331
H 19.6997 3.7651 -8.6030
O 23.2070 0.9384 -2.2050
H 24.1283 0.9505 -1.9457
H 23.2227 1.0705 -3.1529
O 24.7396 5.9035 -5.7900
H 24.8427 6.5418 -5.0842
H 24.1022 5.2739 -5.4529

***

Formula: CH8O2
Source: the Open Molecules 2025 dataset
Level of theory: wB97M-V/def2-TZVPD

Summary:
HOMO (spin up / spin down) = 0.69 / -6.42 eV
charge = -1
LUMO (spin up / spin down) = 4.4 / 4.0 eV
F_max = 3.9 eV/A
molar mass = 52.1 g/mol
energy above the lowest of the compared OMol25 structures with the same formula, charge and spin = 21.2 kcal/mol
spin multiplicity = 2
gap between HOMO and LUMO (spin up / spin down) = 3.73 / 10.46 eV

Element x y z (Å)
C -0.5533 1.1260 -1.5347
H -0.1779 2.0699 -1.4210
H -0.7502 0.8660 -0.4878
H 0.3148 0.7622 -1.9156
H -1.4346 0.8351 -2.1305
H 1.0153 -0.0178 2.2974
H 0.8858 0.9644 1.1356
O 0.2888 0.2218 1.4786
H 0.6888 -1.7434 0.9102
H -0.6246 -2.4766 0.7188
O 0.3472 -2.6075 0.9489

***

Formula: CH8O3SSi2
Source: the Open Molecules 2025 dataset
Level of theory: wB97M-V/def2-TZVPD

Summary:
HOMO = -9.65 eV
charge = 0
LUMO = -0.1 eV
F_max = 4.4 eV/A
molar mass = 156.3 g/mol
energy above the lowest of the compared OMol25 structures with the same formula, charge and spin = 36.3 kcal/mol
gap between HOMO and LUMO = 9.52 eV

Element x y z (Å)
C 0.1576 2.1000 0.6318
O 0.3971 0.8904 -1.6854
O -2.8326 0.1247 0.9475
O 0.7385 -0.3936 0.3336
Si 1.7744 -1.6352 0.0072
Si -2.2482 -0.5517 -0.2739
S -0.2658 0.6207 -0.4229
H -0.0245 1.8811 1.5820
H 1.2959 2.0631 0.5576
H -0.4738 2.9054 0.3024
H 1.3962 -2.6621 -0.9196
H 3.0015 -1.0446 -0.3465
H 1.6015 -2.1887 1.3772
H -2.6225 -0.0862 -1.8008
H -1.8954 -2.0235 -0.2902

***

Formula: CH8O4
Source: the Open Molecules 2025 dataset
Level of theory: wB97M-V/def2-TZVPD

Summary:
HOMO = -9.79 eV
charge = 0
LUMO = 0.2 eV
F_max = 7.8 eV/A
SMILES = C=O.O.O.O
molar mass = 84.1 g/mol
energy above the lowest of the compared OMol25 structures with the same formula, charge and spin = 41.5 kcal/mol
gap between HOMO and LUMO = 10.03 eV

Element x y z (Å)
O -2.2325 -2.0757 0.0932
C -2.0129 -0.9714 -0.0252
H -2.2585 -0.2664 -0.7644
H -1.3972 -0.5223 0.7490
H -0.7717 2.1753 -0.5004
H 0.0400 1.0917 -0.3512
O -0.6798 1.4628 0.0236
H 2.9236 0.0124 -1.8386
H 1.6639 -0.0139 -2.4195
O 2.0188 0.3669 -1.6157
H 0.2705 -0.0190 2.2582
H 1.1932 -1.0085 1.9815
O 1.2427 -0.2319 2.4094

***

Formula: CH9N2O
Source: the Open Molecules 2025 dataset
Level of theory: wB97M-V/def2-TZVPD

Summary:
HOMO = -14.71 eV
charge = +1
LUMO = -3.4 eV
F_max = 5.5 eV/A
molar mass = 65.1 g/mol
energy above the lowest of the compared OMol25 structures with the same formula, charge and spin = 34.5 kcal/mol
gap between HOMO and LUMO = 11.29 eV

Element x y z (Å)
O -2.8127 -0.9873 -1.3966
H -3.2910 -0.1811 -1.4043
H 0.4630 -1.2748 0.7408
H -3.5007 -1.7019 -1.2828
N 0.3065 -0.6298 -0.1095
C 1.1847 0.6933 0.2011
N 1.5170 0.9535 1.4924
H -0.6209 -0.4644 -0.1492
H 0.5927 -1.1748 -0.9497
H 0.6179 1.5489 -0.2131
H 1.9359 0.4439 -0.6133
H 2.4826 1.3139 1.4466
H 1.1249 1.4606 2.2377

***

Formula: CH9N2O2
Source: the Open Molecules 2025 dataset
Level of theory: wB97M-V/def2-TZVPD

Summary:
HOMO = -15.21 eV
charge = +1
LUMO = -3.4 eV
F_max = 3.1 eV/A
molar mass = 81.1 g/mol
energy above the lowest of the compared OMol25 structures with the same formula, charge and spin = 20.6 kcal/mol
gap between HOMO and LUMO = 11.84 eV

Element x y z (Å)
N -0.4146 -0.5723 1.7785
C 0.4052 0.4597 1.6165
N 0.9555 0.7502 0.4748
H -0.5402 -1.2698 1.0600
H -0.7571 -0.6640 2.7271
H 0.3311 1.1241 2.4692
H 1.6230 1.4987 0.5623
H 0.6048 0.5188 -0.4587
H 1.2552 0.2178 -2.9427
H 1.2142 -1.2337 -2.5498
O 1.1905 -0.3451 -2.1769
H -2.5378 0.2987 -0.7754
H -1.7077 -0.7976 -1.1594
O -1.6224 0.0146 -0.6255

***

Formula: CH9N3O2
Source: the Open Molecules 2025 dataset
Level of theory: wB97M-V/def2-TZVPD

Summary:
HOMO = -8.38 eV
charge = 0
LUMO = 0.8 eV
F_max = 3.4 eV/A
SMILES = N=C(N)N.O.O
molar mass = 95.1 g/mol
energy above the lowest of the compared OMol25 structures with the same formula, charge and spin = 34.6 kcal/mol
gap between HOMO and LUMO = 9.13 eV

Element x y z (Å)
N -2.1978 -0.6318 1.3674
C -1.0148 -0.1923 0.9082
N -0.8790 1.1655 0.8614
N -0.1568 -1.1550 0.4973
H -1.8101 -1.5371 1.7737
H -2.9383 -0.0679 1.8906
H -1.7836 1.6997 0.9500
H -0.0646 1.6298 0.3541
H -0.7041 -1.8686 0.0440
H 1.5392 1.0565 -1.6415
H 2.5245 2.0899 -0.8959
O 1.5956 1.8973 -1.0600
H 1.9810 -1.4723 -1.0262
H 1.2265 -1.6915 -2.2528
O 1.9987 -1.1893 -1.9059

***

Formula: CH9N4
Source: the Open Molecules 2025 dataset
Level of theory: wB97M-V/def2-TZVPD

Summary:
HOMO = -13.70 eV
charge = +1
LUMO = -3.5 eV
F_max = 4.1 eV/A
SMILES = NN(N)C[NH3+]
molar mass = 77.1 g/mol
energy above the lowest of the compared OMol25 structures with the same formula, charge and spin = 99.4 kcal/mol
gap between HOMO and LUMO = 10.16 eV

Element x y z (Å)
C 0.1388 0.2263 -0.9883
N -1.3568 -0.1170 -0.8877
N 0.5747 -1.1965 1.0020
N 0.6016 0.1429 0.3785
N 1.3261 1.1506 0.8447
H 0.5356 -0.5156 -1.6537
H 0.2966 1.1750 -1.3249
H -1.8837 -0.0867 -1.7517
H -1.4155 -0.9491 -0.3187
H 1.4952 -1.5882 1.2992
H -0.0529 -1.3127 1.8628
H 1.0007 1.5384 1.7277
H 2.3153 0.8389 1.0475
H -1.8077 0.5993 -0.2406